# 1
16
Properties=species:S:1:pos:R:3:forces:R:3:mulliken_charge:R:1 method="wB97M-V/def2-TZVPD" e_homo_ev=-8.9471 total_energy_ev=-10338.6091 e_lumo_ev=0.84 de_lowest_kcal_mol=94.94 gap_ev=9.8 multiplicity=1
C 0.303165 -0.056655 -0.332867 -0.0871 0.0935 0.4702 0.57
C 1.669727 0.356753 -0.733465 0.5763 0.0900 -0.6211 -0.23
C 2.359129 -0.188038 -1.745620 -0.9500 0.1293 0.4352 -0.77
C -0.841757 0.158176 1.886535 -0.6329 -0.2649 -0.2224 -0.31
C -1.590311 1.037520 0.929480 -0.3391 -0.1479 -0.1849 -0.31
H -1.610857 -2.213244 -0.997795 -0.3726 -0.3335 -0.0705 0.39
H 2.072784 1.193525 -0.136220 -0.2468 -0.5981 -0.3991 0.33
H 3.327847 0.176020 -2.032743 0.2577 0.0409 0.0289 0.27
H 1.901137 -0.982429 -2.337045 0.2332 0.1664 0.1549 0.28
H -0.516074 0.560955 2.837043 0.0049 -0.0618 -0.0022 0.24
H -1.079534 -0.915181 1.853824 0.1453 0.6379 0.0709 0.21
H -1.819236 2.087140 1.161019 0.2482 -0.5312 0.0149 0.23
H -2.298382 0.554704 0.246611 0.2826 0.1826 0.4470 0.21
N -0.245072 -1.049287 -0.908565 1.1889 0.1060 -0.5235 -0.45
N -0.174422 0.746081 0.732719 0.0736 0.2771 0.1290 -0.27
O -1.458144 -1.466039 -0.422910 -0.3821 0.2136 0.2729 -0.39

# 2
16
Properties=species:S:1:pos:R:3:forces:R:3:mulliken_charge:R:1 method="wB97M-V/def2-TZVPD" e_homo_ev=-19.7401 total_energy_ev=-10320.1032 e_lumo_ev=-11.03 de_lowest_kcal_mol=14.16 gap_ev=8.7 multiplicity=1 total_charge=+2
C -0.713073 0.034016 1.902202 1.7907 -0.8920 -3.2537 0.55
C -0.261829 -0.767994 0.031216 -1.3279 2.8068 3.9791 0.45
C -1.753353 0.507018 2.809760 -0.0741 -0.6404 -1.2793 0.02
C 0.205603 -1.232923 -1.222659 -2.9449 -2.6252 0.1030 -1.00
C 0.001582 1.831363 0.046696 0.1482 1.3370 -0.3892 -0.71
N -0.635932 -1.266992 1.245456 -0.8500 -2.5427 0.3664 -0.25
N -0.421065 0.521574 0.498352 -0.0312 -0.8568 0.1129 -0.06
O -2.386425 0.844995 3.638861 -0.9112 0.5340 0.9654 0.16
H 0.166108 0.219687 2.481777 0.9398 0.1089 0.8341 0.42
H -0.544565 -2.020555 -1.640865 0.7290 1.7127 0.2580 0.37
H 1.007257 -1.882395 -1.115482 2.1334 -1.0157 0.4447 0.40
H 0.417661 -0.408197 -1.800203 0.3628 1.5057 -1.8659 0.35
H 1.065204 1.821820 -0.403235 -1.7898 -0.0401 0.6383 0.33
H 0.032601 2.493002 0.999236 -0.2235 -0.7414 -1.9637 0.33
H -0.824591 2.087312 -0.712937 1.6592 0.5421 1.1468 0.34
H -0.962411 -2.208434 1.526432 0.3898 0.8073 -0.0968 0.28

# 3
17
Properties=species:S:1:pos:R:3:forces:R:3:mulliken_charge:R:1 method="wB97M-V/def2-TZVPD" e_homo_ev="-9.4942 / -8.8344" total_energy_ev=-12384.4686 e_lumo_ev="-1.46 / -1.73" de_lowest_kcal_mol=149.13 gap_ev="8.0 / 7.1" multiplicity=1
C 1.646783 1.145545 0.154068 -0.7999 -0.2070 0.9164 -0.26
C -1.622511 -2.219149 0.964146 0.0832 -0.0193 -0.0700 -0.98
C 1.356635 1.565505 -1.182332 0.1824 0.3574 -0.4334 -0.77
C 0.088755 1.042937 0.828638 1.4246 0.9927 -0.7364 0.41
C -0.995871 -1.024889 0.294586 0.4556 0.6944 1.1567 0.71
N -1.288214 -0.869621 -1.001092 0.1592 -0.1239 -0.8116 -0.36
N -0.291233 -0.192347 1.035764 -0.9243 -1.1371 -0.1524 -0.40
O -0.348458 -0.321554 -1.770131 -0.1434 0.5486 0.2352 -0.34
O -0.428244 2.109089 1.052770 -0.1395 -0.4404 0.0235 -0.54
H 2.185969 0.207706 0.243246 -0.0124 0.0044 -0.0054 0.23
H 2.038527 1.914162 0.819861 0.0973 0.0196 -0.0838 0.33
H -0.851556 -2.977153 1.124759 -0.0469 0.0361 -0.0118 0.25
H -2.393839 -2.645067 0.326004 0.0420 0.0361 0.0022 0.35
H -2.041460 -1.946323 1.931262 0.0460 0.0203 -0.0627 0.29
H 0.958970 2.560049 -1.341305 -0.0139 -0.0344 -0.0064 0.29
H 1.812194 1.066904 -2.031034 0.0193 0.0385 0.0050 0.39
H 0.173552 0.584207 -1.449210 -0.4292 -0.7860 0.0348 0.40

# 4
17
Properties=species:S:1:pos:R:3:forces:R:3:mulliken_charge:R:1 method="wB97M-V/def2-TZVPD" e_homo_ev=-8.2799 total_energy_ev=-12385.9110 e_lumo_ev=0.79 de_lowest_kcal_mol=115.87 gap_ev=9.1 multiplicity=1
C 1.698730 -1.009647 0.163165 -2.6650 -0.0024 -1.5138 0.17
C -0.821879 -1.044364 -0.490753 -0.1489 -1.3574 1.9496 -0.72
C -1.937397 0.106178 -0.273197 2.1344 -0.6894 3.0671 0.20
C -1.033618 1.353917 -0.210720 -1.7539 2.5815 1.7103 -0.67
C 0.224106 1.004453 -0.195840 3.0448 0.1381 -0.4495 -0.06
H 3.781734 1.075473 0.274015 3.8432 0.6552 0.5363 0.32
H 1.485422 -2.070830 0.067161 0.8020 -0.2093 0.7285 0.34
H -0.841450 -1.952172 0.215751 -0.7117 1.5622 -0.4392 0.36
H -0.955143 -1.565547 -1.432315 0.4507 0.6376 -0.7502 0.23
H -2.624835 0.090179 -1.043242 -1.2169 0.0648 -1.7420 0.38
H -2.421217 0.134791 1.737842 0.1668 -0.1167 -0.9768 0.34
H -1.159323 2.490889 0.199922 -0.7037 -2.9621 -1.6171 0.22
H 1.117750 1.696922 -0.239664 -1.4925 -1.1137 0.4907 0.33
N 2.885396 -0.595487 0.408931 -0.9848 1.4861 -0.6752 -0.49
N 0.464759 -0.382824 -0.244218 2.2526 0.9082 -0.2130 0.03
O 2.912487 0.859281 0.177355 -3.4786 -2.1572 -0.0119 -0.39
O -2.775522 -0.191210 0.885814 0.4616 0.5746 -0.0939 -0.58

# 5
18
Properties=species:S:1:pos:R:3:forces:R:3:mulliken_charge:R:1 method="wB97M-V/def2-TZVPD" e_homo_ev=-13.0900 total_energy_ev=-21667.1555 e_lumo_ev=-4.89 de_lowest_kcal_mol=38.46 gap_ev=8.2 multiplicity=1 total_charge=+1
C -0.526482 -2.304093 -0.119191 -0.9645 0.3792 1.6354 0.45
C 0.190112 1.223254 -0.365545 -1.6581 -3.1249 0.0871 0.33
C 1.190507 -0.844451 0.802289 2.4338 -0.5498 2.0068 -0.56
C -0.276697 -1.121506 0.821126 -2.2873 -0.4386 1.9406 -0.11
C 0.353508 -0.286559 -0.273319 -0.6950 -0.8085 -1.3980 0.24
N -0.011814 -1.770358 -1.226266 1.5433 4.7218 -0.0525 -0.14
N -1.227903 1.699309 -1.032192 -0.0224 1.3442 3.9752 -0.39
O -1.033772 -3.361260 0.005259 -0.4532 -1.1296 0.4411 -0.53
O 0.767490 2.016367 0.245965 0.6123 1.3049 0.0351 -0.32
P 0.357342 -2.247952 -2.794298 -0.0128 -1.2047 -0.0981 -0.09
H 1.581365 -0.262169 1.721193 -0.7274 -0.4182 -2.0100 0.27
H 1.940929 -1.643725 0.498497 -1.2693 0.9372 0.4848 0.23
H -1.077681 -0.836864 1.662437 2.3040 -0.4775 -1.9143 0.36
H -1.366308 2.733654 -0.684207 -0.1699 -2.5571 -0.3840 0.40
H -2.000633 1.014343 -0.829793 0.7359 1.0685 0.0208 0.38
H -1.130736 1.786559 -1.976421 0.3429 0.0308 -3.6881 0.32
H 1.651020 -1.667274 -2.768592 -0.4117 0.4485 -0.6466 0.10
H -0.561383 -1.375125 -3.416166 0.6994 0.4737 -0.4353 0.04

# 6
18
Properties=species:S:1:pos:R:3:forces:R:3:lowdin_spin:R:1 method="wB97M-V/def2-TZVPD" e_homo_ev="-7.0760 / -9.3315" total_energy_ev=-23217.0856 e_lumo_ev="0.25 / -2.45" de_lowest_kcal_mol=105.50 s_squared=2.027 gap_ev="7.3 / 6.9" multiplicity=3
C -1.214150 -0.142112 2.524391 0.4682 0.8703 -0.6487 0.05
C -1.234076 1.283658 2.546837 0.7634 -2.3786 -0.5158 0.54
C -0.525965 -0.788937 1.568087 -0.0050 -2.8580 0.6352 0.30
C 1.178373 -0.047828 -1.888515 -1.8167 -5.0661 -0.3858 0.00
C 1.618953 1.223122 -1.489125 2.0833 1.9320 2.2301 0.01
N 0.020053 -0.477915 -1.524842 0.4460 3.3544 -0.3412 0.00
N -0.621954 -1.626948 -1.851932 0.9921 -0.3339 0.6575 0.00
O -1.122045 -1.686059 -2.942966 -0.2584 -0.3621 -0.4510 0.00
O -0.715058 -2.395132 -0.919102 -0.3013 -0.7555 -0.4138 0.00
S -0.405782 2.292217 1.502995 0.3945 0.4119 -0.4125 0.98
H -1.744988 -0.792642 3.216070 -0.2403 0.7558 0.1572 -0.01
H -1.945526 1.735683 3.114783 -1.8483 1.5544 1.7818 0.05
H -0.599807 -1.914906 1.611370 0.3852 1.4417 -0.4039 0.01
H 0.102551 -0.354378 0.819194 0.0292 0.2734 -0.1729 0.04
H 1.835184 -0.838541 -2.255362 0.3604 0.4293 -0.7438 0.00
H 0.730503 1.630374 -0.943974 1.2534 0.4595 -0.2827 0.01
H 2.065485 1.874092 -2.257839 -0.7199 -0.2659 -0.0364 0.00
H 2.578248 1.026251 -0.830070 -1.9857 0.5376 -0.6533 0.00

# 7
18
Properties=species:S:1:pos:R:3:forces:R:3:lowdin_spin:R:1 method="wB97M-V/def2-TZVPD" e_homo_ev="-5.4732 / -9.1631" total_energy_ev=-23221.5203 e_lumo_ev="0.58 / -0.89" de_lowest_kcal_mol=3.24 s_squared=2.029 gap_ev="6.1 / 8.3" multiplicity=3
C -0.301074 0.452274 1.483639 -0.0867 2.3691 0.1812 0.03
C -1.244928 -0.356204 0.901521 2.3597 -0.5812 -0.1923 0.37
C -2.827645 1.108929 -2.615300 3.5625 -0.0558 -0.5876 0.00
C 0.603007 -1.619306 -0.559340 4.4187 1.2195 -0.5835 0.55
C 1.623801 1.648852 1.667821 2.8003 3.3011 0.1681 0.06
N 1.149877 -2.576458 -1.404212 -1.8549 -1.4261 -0.2782 0.23
N 0.963876 0.586025 1.196447 -1.6880 -3.7691 -0.4413 0.33
O -3.939649 0.907671 -2.655593 -3.2201 -0.2673 0.2589 0.00
O -1.672415 1.240417 -2.666064 -0.2984 0.3074 0.3501 0.00
S -0.985455 -1.579722 -0.213392 -3.9198 -1.6290 -0.7602 0.32
H -0.705300 1.313440 2.039106 -0.3485 -0.3573 0.3764 0.00
H -2.253440 -0.240478 1.057984 -2.0881 0.4315 0.7050 0.02
H 2.519215 1.404552 2.290567 -0.7178 -0.0427 -0.0777 0.02
H 2.115937 2.061482 0.749947 -0.1505 0.4356 0.6765 0.02
H 1.017312 2.451286 2.146659 0.2335 -0.3375 -0.0216 0.00
H 0.645212 -3.489154 -1.521939 0.8534 1.3925 0.3513 0.01
H 2.142897 -2.651265 -1.441695 0.3963 0.0131 0.1108 0.01
H 1.148771 -0.662340 -0.456154 -0.2516 -1.0039 -0.2359 0.03

# 8
19
Properties=species:S:1:pos:R:3:forces:R:3:lowdin_spin:R:1 method="wB97M-V/def2-TZVPD" e_homo_ev="-6.4365 / -8.9715" total_energy_ev=-34056.6911 e_lumo_ev="0.74 / -1.16" de_lowest_kcal_mol=0.00 s_squared=2.030 gap_ev="7.2 / 7.8" multiplicity=3
C -3.476773 -0.030855 1.428975 -1.1548 0.0970 1.5403 -0.01
C -3.945209 -0.967613 0.581365 1.6158 -0.8187 -1.2282 0.15
C -1.826063 0.124006 0.000381 0.1179 -0.2951 -2.5512 0.05
C 3.054236 -1.900957 0.106498 2.7632 -1.3125 -2.3593 0.02
C -0.855281 0.867491 -0.709802 -0.4099 0.1936 -0.4512 0.34
N -2.345326 0.563140 1.106837 1.2973 1.5369 0.8497 0.14
N -0.431092 2.055658 -0.186220 -2.0849 -1.2420 1.1124 0.20
O 1.672366 0.823703 1.027529 -0.0965 -1.5305 -0.0477 0.38
O 1.653259 -1.645210 0.128624 0.0287 0.0946 0.2832 0.09
S -2.750879 -1.229315 -0.718251 -0.3948 0.9686 1.1352 0.11
S 1.049384 -0.523089 1.172210 0.9541 0.3247 0.2535 0.50
H -3.932565 0.287154 2.378855 -0.0522 -0.4094 -0.5859 0.00
H -4.599790 -1.762876 0.778003 -1.1593 -0.5255 0.1648 0.01
H 3.543698 -1.279752 -0.786939 -0.9371 -1.0080 2.2511 0.00
H 3.375624 -3.058945 -0.219318 -1.6232 2.8788 1.0062 0.00
H 3.554488 -1.721888 1.091364 -0.5004 0.1391 -0.8797 0.00
H -0.590583 0.670331 -1.727633 0.1533 -0.5222 -0.2675 0.01
H -0.802912 1.982901 0.787425 1.1318 1.3251 -0.6019 0.01
H 0.476605 2.389826 -0.429839 0.3510 0.1055 0.3759 0.01

# 9
19
Properties=species:S:1:pos:R:3:forces:R:3:mulliken_charge:R:1 method="wB97M-V/def2-TZVPD" e_homo_ev=-10.0313 total_energy_ev=-16484.7891 e_lumo_ev=0.31 de_lowest_kcal_mol=8.86 gap_ev=10.3 multiplicity=1
C 3.447215 -0.614655 1.419974 -3.0535 2.1718 -1.6309 -0.70
C 2.420769 0.175139 1.009949 1.5049 -4.4280 -0.1447 -0.45
C 1.328841 -0.534427 0.263598 -1.6332 0.3931 0.1152 0.95
C -1.870573 1.174620 -0.466436 -2.1008 -0.6578 -0.3144 0.10
C -0.920969 -0.069538 -0.655231 0.2431 2.1641 0.1456 0.90
N -3.195537 0.856845 -0.622170 1.0610 -0.6575 -0.0565 -0.41
N 0.239853 0.283505 0.175322 -0.3359 -0.5652 -1.1785 -0.26
O 1.208995 -1.698123 -0.135685 1.1435 0.7424 0.5176 -0.74
O -1.613420 2.339241 -0.234102 1.5560 -0.5060 0.0807 -0.66
O -1.553533 -1.202589 -0.214397 -0.3261 0.1357 0.0498 -0.59
O -0.644369 -0.136824 -2.035925 0.3901 0.1913 0.1732 -0.52
H 4.200357 -0.180583 1.980330 1.6182 0.1726 1.0925 0.32
H 3.359086 -1.595110 1.042456 0.6185 -1.2292 0.0317 0.30
H 2.246912 1.150137 1.299972 -0.0932 1.9488 0.4258 0.31
H -3.544660 -0.098624 -0.604297 0.1497 0.6250 0.1118 0.24
H -3.717980 1.653413 -0.332592 -1.0186 0.0390 -0.0094 0.27
H 0.309386 1.240175 0.473228 -0.2073 0.2793 -0.1921 0.23
H -0.813934 -1.747808 0.052804 0.4336 -0.9760 0.2126 0.37
H -0.886439 -0.994793 -2.416797 0.0501 0.1564 0.5699 0.33

# 10
19
Properties=species:S:1:pos:R:3:forces:R:3:mulliken_charge:R:1 method="wB97M-V/def2-TZVPD" e_homo_ev=-9.4683 total_energy_ev=-16482.6880 e_lumo_ev=0.53 de_lowest_kcal_mol=57.31 gap_ev=10.0 multiplicity=1
C -1.127084 -0.888231 0.292514 0.6292 -0.8300 2.1501 0.40
C -0.016200 -1.078110 -0.710935 0.2745 -0.1567 0.2771 -1.05
C 0.754038 0.261895 -0.723020 1.5326 -0.4790 -2.3814 0.39
C -1.138068 0.599092 0.667792 -0.4518 -0.2309 -0.1211 -0.80
C 1.975998 0.136840 0.147024 -1.1107 -1.5274 2.1837 0.18
H -2.976768 -1.452853 0.462255 -0.7610 -0.0256 0.7612 0.34
H -0.850348 -1.392226 1.257197 -0.2611 -0.0201 -0.8517 0.20
H 0.577763 -1.939760 -0.412831 0.3056 0.1354 -0.1884 0.27
H -0.454567 -1.310464 -1.665602 -0.1244 0.1409 -0.5014 0.37
H 1.037596 0.525661 -1.779576 -0.1678 -0.0839 1.0363 0.44
H -2.139780 0.920346 0.460823 -0.4417 0.9378 -0.1691 0.41
H -0.899086 0.764650 1.717904 -0.0906 -0.0161 0.0024 0.29
H 3.710023 -0.397960 0.285860 -0.1503 -0.0512 -0.6330 0.35
N -0.126556 1.196983 -0.173869 -1.0357 1.3949 -0.2613 0.57
N -0.046000 2.511948 -0.518326 0.7408 -2.2475 -0.1603 -0.35
O -2.319746 -1.468744 -0.213559 0.8821 0.5879 -0.8046 -0.54
O -0.889702 3.158250 -0.000745 -1.2175 1.5317 0.6928 -0.45
O 3.084771 -0.253091 -0.460960 0.8291 0.3231 0.4072 -0.45
O 1.843724 0.105766 1.368054 0.6190 0.6167 -1.4385 -0.58